No. 1
{"formula": "C86H66N2O9", "method": "wB97M-V/def2-TZVPD", "species": ["C", "C", "C", "N", "C", "C", "C", "C", "C", "C", "C", "C", "C", "C", "C", "C", "C", "C", "C", "C", "C", "C", "C", "C", "C", "C", "C", "C", "C", "C", "N", "C", "O", "H", "H", "H", "H", "H", "H", "H", "H", "H", "H", "H", "H", "H", "H", "H", "H", "H", "H", "H", "H", "H", "H", "H", "H", "H", "H", "H", "H", "H", "H", "H", "H", "H", "H", "O", "C", "C", "C", "C", "C", "C", "C", "C", "O", "C", "C", "C", "C", "C", "C", "H", "H", "H", "H", "H", "H", "H", "H", "O", "C", "C", "C", "C", "C", "C", "C", "C", "O", "C", "C", "C", "C", "C", "C", "H", "H", "H", "H", "H", "H", "H", "H", "O", "C", "C", "C", "C", "C", "C", "C", "C", "O", "C", "C", "C", "C", "C", "C", "H", "H", "H", "H", "H", "H", "H", "H", "O", "C", "C", "C", "C", "C", "C", "C", "C", "O", "C", "C", "C", "C", "C", "C", "H", "H", "H", "H", "H", "H", "H", "H"], "xyz": [[3.54228, -4.57344, -1.15305], [2.89098, -3.16808, -1.50529], [1.55427, -2.86002, -0.71636], [3.40611, -2.31095, -2.32921], [3.31758, -2.69178, -3.75718], [4.47777, -3.61499, -4.31460], [5.77405, -2.85038, -4.75105], [6.10674, -1.47157, -4.41645], [7.39518, -0.91978, -4.89630], [8.34978, -1.70005, -5.68475], [9.73250, -1.15358, -6.18236], [8.01892, -3.09762, -6.02638], [6.74491, -3.62319, -5.55882], [2.91256, -1.54750, -4.79206], [1.30534, -1.43101, -4.77340], [0.84418, 0.00150, -4.26464], [0.79344, 0.17299, -2.71410], [-0.45368, -0.16459, -2.01090], [-0.61660, 0.00507, -0.55674], [0.49331, 0.54316, 0.23541], [1.75797, 0.85904, -0.45819], [1.92184, 0.69238, -1.91098], [0.58196, -1.52023, -6.21978], [-0.69618, -2.40634, -6.22624], [-1.83393, -2.28483, -5.31688], [-3.00325, -3.16054, -5.34250], [-3.07992, -4.22358, -6.34865], [-1.97773, -4.35134, -7.30147], [-2.02968, -5.45587, -8.42397], [-0.79078, -3.47092, -7.25063], [0.92851, -2.62749, -4.01853], [1.99830, -3.58780, -3.96970], [1.91443, -4.78146, -4.10450], [2.92600, -5.07606, -0.35224], [3.54769, -5.27887, -2.02345], [4.58617, -4.37107, -0.78726], [1.38570, -1.76675, -0.57247], [1.67858, -3.35827, 0.28921], [0.70689, -3.39064, -1.22993], [4.09866, -4.15614, -5.23316], [4.79861, -4.41876, -3.60015], [5.40941, -0.85596, -3.79208], [7.71334, 0.12570, -4.63909], [10.29282, -0.60224, -5.38706], [9.51567, -0.51138, -7.08182], [10.35937, -2.04315, -6.47748], [8.68020, -3.77154, -6.62077], [6.49885, -4.69120, -5.80020], [3.13297, -1.88639, -5.84501], [3.43598, -0.59839, -4.51783], [1.61945, 0.73254, -4.63976], [-0.16769, 0.27984, -4.65827], [-1.33448, -0.54601, -2.57796], [-1.60000, -0.24503, -0.08573], [0.35388, 0.69611, 1.32788], [2.57236, 1.26694, 0.19618], [2.89154, 0.97823, -2.37298], [1.33582, -1.97294, -6.92529], [0.36518, -0.48001, -6.60276], [-1.77911, -1.48985, -4.53237], [-3.82408, -3.03886, -4.60288], [-3.95390, -4.91381, -6.37679], [-1.12297, -6.10824, -8.28839], [-1.94578, -4.96395, -9.43207], [-2.93435, -6.10990, -8.33482], [0.01068, -3.62117, -8.00980], [0.32545, -2.52217, -3.20557], [3.09754, 4.52553, 2.52641], [2.30511, 5.42568, 2.32307], [2.30765, 6.64149, 3.17441], [3.24028, 6.75937, 4.20108], [3.27512, 7.90907, 4.97687], [2.37972, 8.94639, 4.72981], [1.43748, 8.82571, 3.71882], [1.39439, 7.67136, 2.94235], [0.37192, 7.54481, 1.87639], [-0.45744, 8.42001, 1.71022], [0.38030, 6.33992, 1.01234], [-0.55226, 6.22438, -0.01502], [-0.53105, 5.11548, -0.84946], [0.42195, 4.11770, -0.66178], [1.34471, 4.22346, 0.37113], [1.32345, 5.33091, 1.21372], [3.94252, 5.95696, 4.39366], [4.00483, 8.00100, 5.77306], [2.41634, 9.84902, 5.32870], [0.73909, 9.63334, 3.53342], [-1.29312, 7.00066, -0.16858], [-1.25553, 5.02927, -1.65115], [0.44326, 3.25617, -1.32007], [2.08142, 3.44357, 0.51454], [4.35955, -6.10818, -7.82371], [3.88303, -7.18852, -8.11936], [4.63393, -8.13304, -8.98423], [5.90202, -7.78512, -9.44186], [6.62753, -8.67701, -10.21803], [6.09052, -9.92073, -10.53947], [4.82038, -10.26444, -10.09997], [4.08575, -9.37014, -9.32657], [2.72026, -9.74110, -8.87655], [2.22218, -10.79635, -9.22031], [1.97844, -8.80595, -7.99596], [0.71145, -9.15475, -7.53604], [0.02346, -8.30076, -6.68476], [0.59867, -7.09548, -6.28938], [1.85494, -6.73894, -6.75766], [2.54651, -7.58869, -7.61531], [6.32612, -6.82033, -9.18962], [7.61644, -8.40617, -10.56974], [6.66358, -10.62154, -11.13556], [4.40432, -11.23144, -10.35686], [0.26197, -10.09372, -7.83713], [-0.96140, -8.57567, -6.32429], [0.06551, -6.43260, -5.61680], [2.29493, -5.79845, -6.44835], [-3.87118, 9.13654, 6.24743], [-3.50650, 8.03135, 6.59931], [-3.69118, 7.58695, 8.00369], [-4.30676, 8.43769, 8.91769], [-4.51949, 8.01663, 10.22242], [-4.11959, 6.74379, 10.61986], [-3.48997, 5.89938, 9.71700], [-3.26829, 6.31961, 8.40832], [-2.57846, 5.41479, 7.45557], [-2.16222, 4.33110, 7.82290], [-2.41180, 5.85021, 6.04740], [-1.79846, 4.99727, 5.13374], [-1.66728, 5.38158, 3.80677], [-2.14888, 6.61910, 3.38711], [-2.74794, 7.47788, 4.29752], [-2.87693, 7.09937, 5.63099], [-4.62471, 9.42724, 8.61152], [-5.00315, 8.67876, 10.93122], [-4.29788, 6.41150, 11.63598], [-3.17638, 4.91142, 10.03396], [-1.42644, 4.03133, 5.45485], [-1.19238, 4.71436, 3.09513], [-2.05503, 6.91334, 2.35125], [-3.11748, 8.44105, 3.96570], [-8.03638, 4.25134, 11.15984], [-7.98316, 3.03719, 11.10782], [-8.86222, 2.20547, 11.96781], [-9.76883, 2.82390, 12.82454], [-10.62158, 2.05526, 13.60317], [-10.57369, 0.66575, 13.52870], [-9.65999, 0.04544, 12.68921], [-8.79759, 0.81243, 11.91101], [-7.81164, 0.13829, 11.02963], [-7.71863, -1.07437, 11.02082], [-6.94726, 0.96906, 10.15548], [-6.04246, 0.34997, 9.29711], [-5.25286, 1.11620, 8.45188], [-5.36408, 2.50404, 8.45984], [-6.25469, 3.12526, 9.32391], [-7.04503, 2.36117, 10.17806], [-9.81335, 3.90502, 12.88174], [-11.32982, 2.53855, 14.26631], [-11.24914, 0.06662, 14.12840], [-9.62267, -1.03632, 12.63828], [-5.95581, -0.73007, 9.28399], [-4.55172, 0.63228, 7.78179], [-4.75294, 3.10089, 7.79230], [-6.33390, 4.20643, 9.32707]], "energy_ha": -4103.3526, "e_homo_ev": -8.1, "gap_ev": 6.9, "smiles": "CC(C)=N[C@]1(Cc2ccc(C)cc2)C[C@@](Cc2ccccc2)(Cc2cccc(C)c2)NC1=O.O=C1c2ccccc2C(=O)c2ccccc21.O=C1c2ccccc2C(=O)c2ccccc21.O=C1c2ccccc2C(=O)c2ccccc21.O=C1c2ccccc2C(=O)c2ccccc21", "total_charge": 0, "max_force_ev_per_a": 3.352}

=====

No. 2
{"formula": "C2H5NO2S", "method": "wB97M-V/def2-TZVPD", "species": ["C", "C", "N", "O", "O", "S", "H", "H", "H", "H", "H"], "xyz": [[-2.38266, -0.45650, -0.78079], [-2.63120, 0.11835, 0.25442], [2.17141, -0.70344, -0.35374], [0.67808, 1.44973, -0.10917], [0.34329, -0.73035, 1.35260], [0.52940, -0.28647, -0.00544], [-2.64360, -0.84028, -1.72642], [0.92875, 1.89266, 0.66762], [-2.36980, 0.54283, 1.18330], [2.67194, -0.99604, 0.42599], [2.70439, 0.00951, -0.90838]], "relative_energy_ev": 3.7306, "energy_ha": -682.5025, "e_homo_ev": -10.0, "gap_ev": 10.7, "total_charge": 0, "max_force_ev_per_a": 3.309}

=====

No. 3
{"formula": "C24H33N7P2Pd", "method": "wB97M-V/def2-TZVPD", "species": ["Pd", "N", "C", "N", "C", "N", "C", "C", "N", "C", "C", "N", "H", "H", "H", "H", "H", "C", "P", "C", "N", "C", "C", "C", "C", "C", "C", "N", "C", "P", "C", "C", "C", "C", "C", "C", "C", "C", "C", "H", "H", "H", "H", "H", "H", "H", "H", "H", "H", "H", "H", "H", "H", "H", "H", "H", "H", "H", "H", "H", "H", "H", "H", "H", "H", "H", "H"], "xyz": [[0.79131, 0.97026, -0.48580], [5.06077, 1.76779, -0.67472], [4.10923, 0.81895, -0.67623], [2.97669, 1.41445, -0.96821], [3.28371, 2.71176, -1.16104], [4.56008, 2.97189, -1.00772], [2.22089, 3.65834, -1.52674], [2.40223, 4.87822, -2.11937], [1.33647, 5.64902, -2.37284], [0.10385, 5.19517, -2.09638], [-0.05285, 3.92222, -1.51091], [1.00037, 3.20210, -1.24343], [5.96903, 1.71441, -0.21732], [4.21451, -0.25067, -0.51857], [3.33814, 5.27072, -2.44262], [-0.70604, 5.81242, -2.46732], [-1.00111, 3.55442, -1.11475], [-3.28318, -0.46094, 1.52418], [-2.18974, 0.95745, 1.18992], [-1.09211, 0.20839, -0.21576], [-1.74728, 0.49919, -1.34476], [-1.32890, -0.08886, -2.46501], [-1.81600, 0.31877, -3.75762], [-1.32609, -0.21497, -4.94745], [-0.28987, -1.17430, -4.88575], [0.24026, -1.66146, -3.70226], [-0.27081, -1.08408, -2.47882], [0.26088, -1.50405, -1.33280], [-0.10048, -0.89395, -0.20243], [0.32212, -1.80077, 1.26330], [2.10920, -2.16968, 1.32918], [-0.36354, -3.51255, 0.94488], [0.59982, -4.46023, 0.17547], [-1.65530, -3.49114, 0.02497], [-0.79303, -4.12621, 2.29445], [-1.28428, 1.41473, 2.75400], [-1.08380, 0.30780, 3.77126], [0.04905, 2.08832, 2.40878], [-2.35809, 2.37317, 3.38120], [-2.78431, -1.32964, 2.03590], [-3.58665, -0.71761, 0.50096], [-4.16606, -0.21081, 2.14635], [-2.60095, 1.04604, -3.78610], [-1.75320, 0.17487, -5.86909], [0.12232, -1.47610, -5.85150], [1.04311, -2.45616, -3.73151], [2.49799, -2.71127, 0.47124], [2.28030, -2.73891, 2.19938], [2.59645, -1.27354, 1.53273], [0.83297, -4.03322, -0.76039], [0.01153, -5.38145, 0.00104], [1.46400, -4.83595, 0.66367], [-1.31706, -3.19272, -0.99249], [-2.37711, -2.74714, 0.30911], [-2.09264, -4.43965, 0.04119], [0.03101, -4.64406, 2.82850], [-1.47721, -5.00076, 2.08973], [-1.29165, -3.42217, 2.95561], [-0.35722, -0.52001, 3.54764], [-2.03383, -0.13144, 4.13888], [-0.66375, 0.73093, 4.72897], [0.82067, 1.35755, 1.94832], [0.60948, 2.37994, 3.35769], [-0.08833, 3.00348, 1.78777], [-3.28495, 1.80519, 3.54139], [-2.55118, 3.24230, 2.71385], [-2.08982, 2.73624, 4.32622]], "relative_energy_ev": 0.3397, "energy_ha": -2128.1292, "e_homo_ev": -7.2, "gap_ev": 6.9, "total_charge": 0, "max_force_ev_per_a": 3.164}

=====

No. 4
{"formula": "C20H18FeN3O3S2", "method": "wB97M-V/def2-TZVPD", "species": ["Fe", "C", "C", "N", "N", "C", "S", "S", "C", "C", "C", "C", "C", "C", "C", "C", "C", "C", "C", "C", "C", "O", "H", "H", "H", "H", "H", "H", "H", "H", "H", "H", "H", "H", "H", "H", "O", "C", "C", "C", "C", "O", "N", "H", "H", "H", "H"], "xyz": [[2.01115, -0.37324, -0.95734], [-1.68025, 0.07472, 1.29862], [-0.48299, -0.52958, 0.62887], [0.43367, 0.21294, 0.06814], [0.15044, 1.59764, 0.14980], [0.71108, 2.22058, -0.80992], [1.63239, 1.47811, -2.05559], [0.44579, 3.98189, -0.83485], [-0.60723, 4.01718, -2.31675], [-1.93200, 3.35410, -2.07265], [-2.94740, 3.99398, -1.37029], [-4.14396, 3.34578, -1.11282], [-4.34084, 2.04168, -1.55230], [-3.33375, 1.39500, -2.25218], [-2.13631, 2.04914, -2.50971], [-0.36306, -1.96715, 0.60457], [-1.07892, -2.76564, 1.52616], [-0.99654, -4.12649, 1.49753], [-0.21109, -4.75846, 0.51455], [0.48506, -4.01397, -0.39383], [0.43100, -2.59635, -0.35398], [1.11111, -1.92535, -1.25436], [-1.87021, 1.07707, 0.93317], [-2.55143, -0.55189, 1.12555], [-1.51261, 0.14086, 2.37574], [-0.70443, 5.07472, -2.56414], [-0.07216, 3.52073, -3.12601], [-2.79586, 5.00663, -1.01470], [-4.92792, 3.85679, -0.56941], [-5.27587, 1.53573, -1.35098], [-3.47869, 0.38148, -2.60303], [-1.34863, 1.54160, -3.05442], [-1.67584, -2.28912, 2.29129], [-1.52169, -4.71882, 2.23423], [-0.15523, -5.83934, 0.49018], [1.11309, -4.45714, -1.15450], [1.99743, -2.56100, 2.38132], [2.81082, -1.79108, 1.96081], [4.15228, -1.47590, 2.62874], [4.80460, -0.40764, 1.74657], [3.83908, -0.34595, 0.60589], [3.93603, 0.26026, -0.49591], [2.72288, -1.03626, 0.78077], [4.72898, -2.39933, 2.66985], [3.97115, -1.15451, 3.65226], [5.80583, -0.64726, 1.39266], [4.85107, 0.57289, 2.22239]], "relative_energy_ev": 0.3583, "energy_ha": -3223.0138, "e_homo_ev": [-8.1, -8.4], "gap_ev": [7.3, 7.9], "total_charge": 0, "max_force_ev_per_a": 2.510, "spin_multiplicity": 2}